[1]
{
  "formula": "C5H35N2O13",
  "method": "the ωB97M-V functional and the def2-TZVPD basis",
  "e_homo_ev": -5.36,
  "total_charge": -1,
  "multiplicity": 1,
  "lumo_ev": 2.63,
  "gap_ha": 0.29348,
  "symbols": ["C", "O", "C", "C", "C", "C", "N", "N", "H", "H", "H", "H", "H", "H", "H", "H", "H", "H", "H", "H", "H", "O", "H", "H", "O", "H", "H", "O", "H", "H", "O", "H", "H", "O", "H", "H", "O", "H", "H", "O", "H", "H", "O", "H", "H", "O", "H", "H", "O", "H", "H", "O", "H", "H", "O"],
  "xyz": [[2.65267, 0.89666, -1.04042], [2.64485, 1.71180, 0.17127], [1.83164, -0.46717, -0.89249], [0.63137, -0.28054, 0.12631], [-0.26940, -1.54701, -0.06673], [-1.07301, -1.91251, 0.89086], [-2.04961, -2.97578, 0.85372], [2.83673, -1.37939, -0.42622], [3.72015, 0.71724, -1.26359], [2.22776, 1.46769, -1.91452], [1.70422, -0.71249, -2.02068], [0.02934, 0.62738, -0.17892], [0.88918, -0.12737, 1.24605], [-0.17503, -1.85264, -1.08189], [-1.01227, -1.46518, 1.87289], [-2.49825, -3.26667, -0.03840], [-2.72218, -2.77068, 1.61745], [2.25118, -1.91775, 0.22088], [3.60486, -0.97603, 0.06998], [-2.86724, 2.16121, -1.28105], [-4.17798, 1.92860, -0.91386], [-3.72542, 2.63776, -1.21847], [0.52952, -4.40286, -0.79452], [0.16269, -4.49323, 0.71979], [0.86761, -4.56393, 0.07634], [0.16897, -2.37960, 3.64995], [1.36590, -1.82902, 3.13910], [0.99331, -1.99214, 3.91130], [-3.22176, -0.11247, 2.60714], [-2.36760, 0.60524, 1.65953], [-3.05440, -0.06597, 1.67969], [-0.41609, 1.40389, -3.29020], [0.26374, 1.28990, -4.68322], [-0.04177, 2.00557, -4.11121], [-0.83303, -1.35300, -2.83747], [0.03923, -1.79797, -4.07307], [-0.37731, -2.09316, -3.25016], [-1.75000, 0.38059, -2.34413], [-2.79130, -0.33440, -3.21303], [-1.91086, -0.08489, -3.26988], [-1.04512, 2.58139, 1.63186], [1.80702, 2.14454, 0.32701], [-1.20365, 1.69254, 2.03669], [2.86219, 0.74718, 1.30494], [3.51077, 0.29604, 2.67732], [2.82522, 0.17323, 2.09146], [-0.59802, 2.07782, -0.69606], [-1.89944, 0.95892, -0.56790], [-1.51747, 1.37511, -1.26068], [0.97706, 3.08272, 2.54799], [1.78606, 2.51176, 3.57864], [0.90343, 2.82620, 3.46273], [0.19046, 3.52266, -0.33351], [-0.40517, 1.59529, 2.59664], [0.16404, 2.63300, 0.05107]],
  "forces_ev_per_angstrom": [[-1.5884, 0.8666, -0.4298], [1.9628, -0.7253, -1.2038], [2.5074, 3.4499, -0.7424], [-0.9115, -0.4964, -0.7489], [1.7202, 2.8450, 0.1442], [-1.4686, -1.9762, -0.0634], [-0.1599, 0.3404, 0.8908], [-1.3285, -2.4964, 0.4166], [-0.5261, -0.1525, 0.1371], [0.3276, -0.1633, 0.9755], [-1.2372, 0.1428, 1.9655], [1.1389, -1.7895, 0.4667], [0.1074, -0.3811, -2.1794], [-0.5983, -0.9685, -0.3565], [0.0035, 0.1354, -0.0566], [0.6475, 0.8639, 1.0537], [0.3278, -0.4774, -1.3054], [1.3024, -0.6918, 0.1184], [-0.0760, 0.3851, 0.4761], [0.6963, 0.9854, -0.6148], [-3.1923, -3.1316, 1.6895], [1.7279, 2.8646, -1.2505], [-0.5438, 0.3308, -0.4473], [-0.4913, 0.2722, -0.2273], [1.0426, -0.6057, 0.6548], [-0.7873, -0.4056, 0.0954], [3.2221, 1.5579, -5.6464], [-2.3677, -1.0769, 5.4989], [-0.4495, -0.0869, 0.9800], [0.6681, 0.5942, -0.0928], [-0.8834, -0.6688, -0.7676], [1.1121, 2.5415, -3.0295], [-0.0529, 0.1962, -0.1098], [-0.9535, -2.4614, 3.0401], [-0.3682, 0.4993, -0.7993], [-0.4578, 0.1923, 0.5418], [1.1901, -1.5976, -0.2474], [-0.1614, 0.0995, -1.2448], [-2.6472, -0.7880, -0.1278], [2.2281, 1.2074, 1.2536], [-0.1916, -1.2236, -0.1266], [-1.5555, 0.2355, -0.6493], [0.5567, 1.1395, 0.6590], [0.2909, 0.7315, -0.2029], [2.4265, 0.6309, 1.6926], [-2.3357, -1.6172, -0.1025], [0.1531, 0.2445, 0.7826], [-1.6065, -2.3838, 3.7982], [2.3597, 2.2191, -3.2110], [-0.4288, 0.4361, -0.8880], [1.0129, -0.7185, 0.6546], [-0.3715, 0.2794, 0.1138], [0.0960, -0.1855, 0.0617], [-0.5987, -0.1215, -0.2294], [-0.4893, 1.1043, -1.0600]]
}


[2]
{
  "formula": "C5H9NO2",
  "method": "the ωB97M-V functional and the def2-TZVPD basis",
  "e_homo_ev": -9.04,
  "total_charge": 0,
  "multiplicity": 1,
  "lumo_ev": 0.81,
  "gap_ha": 0.36232,
  "symbols": ["C", "C", "C", "C", "C", "H", "H", "H", "H", "H", "H", "H", "H", "H", "N", "O", "O"],
  "xyz": [[-0.77137, 0.17242, -0.98107], [-0.71992, 0.80337, 0.28476], [-0.47836, -0.43976, 1.42490], [1.45241, -0.61578, 0.12045], [0.88093, 0.38769, -0.77880], [-1.20502, -1.70995, -0.67764], [-1.20036, 1.05305, -1.70259], [-1.73800, 1.11563, 0.53990], [-1.12378, -1.19523, 1.74261], [-0.14917, 0.05964, 2.49121], [1.62448, -1.49860, -0.47677], [2.24727, -0.33754, 0.72232], [1.63125, 0.53460, -1.67555], [0.20749, 2.31971, -0.70505], [0.43065, 1.62428, -0.01592], [-1.45357, -0.96360, -1.14591], [0.36506, -1.30994, 0.83313]],
  "forces_ev_per_angstrom": [[2.0797, 1.4891, -3.1157], [-3.9451, -1.1860, 4.9659], [1.4545, 4.1313, 1.4634], [-2.8763, -3.5558, -1.1521], [0.0350, 1.7817, -3.1913], [1.3381, -1.7633, 1.7669], [1.2256, -2.5185, 0.9574], [0.4061, 1.3565, 0.4798], [-3.1997, 0.1062, 0.3595], [-0.0621, -0.8461, -2.4704], [1.5377, 0.1056, -0.6573], [1.4572, 0.7072, 1.3341], [-1.5645, 0.0502, 1.6109], [-0.3942, 0.4329, -0.1422], [1.4608, -1.1834, 0.9193], [-2.3013, 0.7771, -2.9550], [3.3485, 0.1154, -0.1733]]
}


[3]
{
  "formula": "C37H60FN7OP2PtSSi",
  "method": "the ωB97M-V functional and the def2-TZVPD basis",
  "e_homo_ev": [-6.51, -6.51],
  "total_charge": 0,
  "multiplicity": 1,
  "lumo_ev": [-0.27, -0.27],
  "gap_ha": [0.22936, 0.22939],
  "symbols": ["Pt", "C", "Si", "C", "C", "N", "C", "C", "C", "C", "C", "C", "F", "H", "H", "H", "H", "H", "H", "H", "H", "H", "H", "H", "H", "H", "N", "P", "N", "C", "C", "C", "C", "C", "N", "C", "C", "C", "C", "C", "N", "C", "C", "C", "C", "C", "H", "H", "H", "H", "H", "H", "H", "H", "H", "H", "H", "H", "H", "H", "H", "H", "H", "H", "H", "H", "H", "H", "H", "H", "H", "H", "H", "H", "H", "H", "C", "P", "C", "C", "O", "H", "H", "H", "H", "H", "H", "H", "H", "H", "S", "C", "C", "C", "N", "C", "C", "C", "C", "C", "N", "C", "C", "H", "H", "H", "H", "H", "H", "H", "H"],
  "xyz": [[-0.14145, -0.27654, -0.00566], [-4.28729, 0.29329, 0.55641], [-2.76979, 0.03332, 1.70239], [-1.81543, 1.68370, 1.84890], [-3.46939, -0.45275, 3.42042], [-1.59251, -1.12628, 1.17866], [-1.64870, -2.44657, 1.47276], [-2.83721, -3.12786, 1.80445], [-2.84078, -4.45230, 2.18368], [-1.66089, -5.17532, 2.27338], [-0.47345, -4.56568, 1.90469], [-0.49314, -3.25333, 1.49561], [0.69402, -2.69988, 1.09097], [-5.19947, 0.41948, 1.13186], [-4.43098, -0.53774, -0.12498], [-4.14447, 1.18384, -0.04506], [-2.49695, 2.52567, 1.90177], [-1.17237, 1.82870, 0.97668], [-1.19602, 1.71599, 2.74085], [-3.56236, 0.41504, 4.06348], [-2.83007, -1.17146, 3.92138], [-4.45652, -0.89788, 3.33241], [-3.76489, -2.58467, 1.73083], [-3.77806, -4.94047, 2.40884], [-1.66380, -6.20042, 2.60699], [0.46260, -5.10146, 1.92332], [1.17966, 0.58280, -1.24294], [2.17084, -0.19835, -2.15235], [1.57072, -1.42245, -3.19027], [2.09638, -2.76966, -3.18055], [1.43830, -3.63113, -2.10310], [-0.06689, -3.67609, -2.33196], [-0.60969, -2.25450, -2.35922], [0.13820, -1.41428, -3.39159], [3.55513, -0.80858, -1.40127], [3.49346, -1.25698, -0.03172], [4.56488, -0.53922, 0.78706], [5.93359, -0.87900, 0.20469], [5.97242, -0.44841, -1.25963], [4.81952, -1.09094, -2.03756], [2.84450, 0.85978, -3.28292], [3.42741, 2.07598, -2.77311], [2.79049, 3.30594, -3.42575], [2.90393, 3.20430, -4.94557], [2.28487, 1.88806, -5.41364], [2.97830, 0.72203, -4.70521], [3.17171, -2.72460, -3.02800], [1.90802, -3.20921, -4.17171], [1.64602, -3.17756, -1.13350], [1.86241, -4.63623, -2.11040], [-0.55523, -4.26218, -1.55019], [-0.27146, -4.15743, -3.29457], [-0.46572, -1.76535, -1.35924], [-1.67659, -2.24742, -2.58231], [-0.19409, -0.37645, -3.32803], [-0.06325, -1.80310, -4.40129], [3.66817, -2.34217, 0.02424], [2.49064, -1.04350, 0.34800], [4.50245, -0.83554, 1.83562], [4.39888, 0.53842, 0.72419], [6.09238, -1.95836, 0.27200], [6.73264, -0.38872, 0.76700], [6.91750, -0.74650, -1.71448], [5.89013, 0.63804, -1.31764], [4.99365, -2.17970, -2.07338], [4.79221, -0.70913, -3.06074], [4.51052, 2.08609, -2.97324], [3.26757, 2.08800, -1.69247], [3.27301, 4.21707, -3.06382], [1.73736, 3.34148, -3.14539], [3.95760, 3.22874, -5.23488], [2.40765, 4.05158, -5.42701], [2.39005, 1.78572, -6.49409], [1.21981, 1.87535, -5.17028], [4.04468, 0.74378, -4.97902], [2.55795, -0.23657, -5.01140], [-0.91631, 2.60519, -2.93558], [-2.33112, 1.45476, -2.76050], [-3.81139, 2.50987, -2.48035], [-2.67982, 0.73104, -4.42036], [-2.11468, 0.44145, -1.70757], [-0.80611, 2.97412, -3.95068], [-0.02969, 2.05067, -2.61841], [-1.04883, 3.44535, -2.25597], [-3.95487, 3.20301, -3.30594], [-3.68747, 3.06309, -1.55234], [-4.68359, 1.86535, -2.38671], [-2.94096, 1.50835, -5.13352], [-3.52318, 0.05179, -4.30957], [-1.82708, 0.16935, -4.79344], [3.05736, 2.14694, 5.49602], [2.23203, 1.44148, 4.07712], [1.42465, 0.31472, 4.20180], [0.94865, -0.28414, 3.05497], [1.22687, 0.16727, 1.82947], [1.94794, 1.28829, 1.72001], [2.47144, 1.95452, 2.80554], [4.20000, 0.76892, 5.66761], [5.41540, 0.78680, 5.00037], [6.23856, -0.32194, 5.12752], [5.92333, -1.39121, 5.83836], [4.76290, -1.39316, 6.47050], [3.86370, -0.33810, 6.43050], [1.20948, -0.11064, 5.17026], [0.35321, -1.18188, 3.12037], [2.13709, 1.61979, 0.70723], [3.09172, 2.82681, 2.67262], [5.70302, 1.63755, 4.40160], [7.20150, -0.35125, 4.63541], [4.53991, -2.28255, 7.04463], [2.93095, -0.37213, 6.97290]],
  "forces_ev_per_angstrom": [[0.8151, 0.1905, 0.8573], [0.5710, -0.0134, 0.4017], [-0.2626, 0.2215, 0.2205], [-0.4039, -0.4648, -0.1631], [0.2142, 0.1427, -0.6039], [-0.4410, 0.9327, 0.0238], [0.3409, -0.4488, 0.0311], [0.1896, 0.0953, -0.1420], [0.0010, -0.2330, 0.1512], [-0.1059, -0.1154, -0.0022], [-0.0289, 0.1282, -0.1021], [-0.0699, -0.0907, -0.0622], [0.0135, -0.1654, 0.2260], [-0.1573, 0.0330, 0.2008], [0.0561, -0.2171, -0.1321], [0.0397, 0.1299, -0.1276], [-0.2540, 0.2199, 0.0144], [-0.0289, 0.0877, -0.0032], [0.1717, -0.0888, 0.1614], [-0.0152, 0.2937, 0.1226], [0.1808, -0.1576, 0.1064], [-0.1470, -0.0879, -0.0110], [-0.1887, 0.0678, -0.0053], [-0.1012, 0.0137, 0.0723], [-0.0122, -0.1290, -0.0108], [0.1552, -0.0180, -0.0165], [0.4951, -0.4314, -0.4223], [0.2120, 0.5736, -0.7378], [0.2161, 0.4921, 0.7916], [0.2749, -0.2671, 0.1654], [0.0600, -0.0391, -0.2970], [0.1189, 0.1275, 0.3866], [-0.0588, 0.1184, -0.2848], [-0.3612, 0.2475, -0.0045], [-0.5978, -0.0455, -0.2853], [-0.2057, 0.2429, 0.3892], [0.0493, -0.3821, 0.0219], [-0.0533, 0.3120, -0.0148], [-0.0052, -0.2869, -0.0119], [0.2218, 0.2393, -0.1531], [-0.1085, -0.3689, 0.5612], [-0.0998, 0.4087, 0.2492], [0.2445, -0.0751, -0.0405], [-0.3458, -0.0045, 0.0971], [0.3373, 0.0035, -0.0735], [-0.3688, -0.1205, -0.3099], [0.0443, -0.1155, -0.1024], [0.0892, -0.0102, 0.0606], [0.0201, -0.0418, 0.1377], [0.0583, -0.0585, 0.0133], [-0.0518, -0.0077, -0.0464], [-0.0600, -0.0292, -0.0002], [-0.1409, -0.4272, -0.3118], [-0.0714, 0.1114, 0.1500], [-0.0702, -0.1233, -0.1047], [-0.0908, 0.0621, 0.0273], [-0.0686, -0.0208, 0.0487], [0.2781, -0.2063, -0.0378], [-0.0229, -0.0088, 0.1023], [-0.0330, 0.0507, 0.0247], [0.0589, -0.0634, 0.0401], [0.0104, -0.0567, -0.0077], [0.0882, 0.0527, -0.0758], [-0.0145, 0.0749, -0.0675], [-0.0019, 0.0501, -0.0649], [0.0438, -0.1037, 0.0191], [0.0503, 0.0013, 0.0325], [0.1317, 0.1354, -0.0640], [-0.0048, 0.0018, 0.0389], [-0.0239, 0.0392, 0.0877], [0.0723, 0.0310, -0.0576], [0.0768, 0.0063, 0.0082], [-0.0254, -0.0456, -0.1019], [-0.0546, -0.0594, -0.0021], [0.0592, -0.0881, -0.0565], [0.0642, 0.0604, -0.0117], [-0.5337, -0.4753, 0.0995], [-0.2084, 1.2725, -1.2156], [0.5319, -0.5074, 0.0054], [0.1793, 0.1759, 0.6795], [0.3332, -0.8264, 0.9320], [-0.0351, 0.0566, -0.1523], [0.0842, -0.1061, 0.0230], [-0.0377, 0.0477, 0.0556], [0.0362, 0.0602, -0.0699], [0.0286, 0.0580, 0.0608], [-0.0564, -0.0212, -0.0140], [-0.0033, 0.1232, -0.0427], [-0.0579, -0.0520, 0.0135], [0.0823, -0.0050, 0.0308], [0.0330, -0.2555, -0.0368], [-0.0043, 0.0417, -0.2123], [0.3294, 0.2768, -0.0604], [-0.0789, -0.4556, -0.1142], [-1.2402, 0.4642, -0.8182], [0.0126, -0.1067, -0.4716], [-0.0124, -0.2130, 0.5699], [-0.1077, 0.2342, 0.0442], [-0.1054, -0.0459, 0.1125], [0.1272, 0.2561, -0.1804], [0.2748, -0.3251, 0.0085], [-0.2967, -0.0365, 0.2201], [0.1087, 0.0852, -0.0416], [-0.0630, -0.0225, 0.0049], [-0.1709, -0.0244, -0.1158], [-0.1470, -0.0227, -0.1515], [0.0216, 0.0731, -0.0505], [0.0465, 0.0388, -0.0478], [0.0678, 0.0509, -0.0951], [-0.0760, -0.0559, 0.0681], [-0.0303, -0.0400, 0.0502]]
}